C36H61N4O2SbScSi2 | the ωB97M-V functional and the def2-TZVPD basis

Atoms and positions in Å:
Sc1 -4.90 -18.98 -1.54
C1 -6.35 -19.78 2.56
C2 -6.32 -19.92 1.07
O1 -5.65 -19.11 0.31
C3 -7.02 -21.02 0.54
C4 -6.86 -21.50 -0.79
C5 -7.67 -22.67 -1.22
N1 -6.01 -20.92 -1.64
N2 -5.80 -21.66 -2.80
C6 -5.16 -20.98 -3.72
O2 -4.77 -19.72 -3.55
C7 -4.78 -21.70 -4.97
C8 -5.12 -23.05 -5.23
C9 -4.95 -23.56 -6.49
C10 -4.40 -22.84 -7.55
C11 -3.95 -21.56 -7.24
C12 -4.12 -20.99 -5.98
H1 -7.28 -19.27 2.83
H2 -5.50 -19.14 2.89
H3 -6.38 -20.77 2.99
H4 -7.66 -21.57 1.21
H5 -7.03 -23.58 -1.28
H6 -7.98 -22.49 -2.26
H7 -8.51 -22.82 -0.50
H8 -5.48 -23.67 -4.42
H9 -5.31 -24.60 -6.67
H10 -4.29 -23.23 -8.56
H11 -3.41 -20.99 -8.01
H12 -3.73 -20.00 -5.81
C13 -0.40 -19.89 0.05
Si1 -1.67 -20.07 -1.41
C14 -2.60 -21.72 -1.12
C15 -0.73 -20.19 -3.05
N3 -2.80 -18.75 -1.38
C16 -2.38 -17.41 -1.49
C17 -1.08 -17.09 -1.87
C18 -0.69 -15.79 -2.12
C19 -1.62 -14.76 -1.98
C20 -2.93 -15.05 -1.62
C21 -3.37 -16.37 -1.37
N4 -4.69 -16.75 -1.14
Si2 -5.77 -15.56 -0.35
C22 -6.09 -13.89 -1.30
C23 -7.48 -16.37 -0.13
C24 -4.92 -15.13 1.33
H13 0.00 -20.88 0.26
H14 -0.94 -19.52 0.95
H15 0.43 -19.25 -0.24
H16 -1.90 -22.55 -1.10
H17 -3.30 -21.97 -1.92
H18 -3.16 -21.67 -0.18
H19 -0.78 -21.20 -3.43
H20 0.34 -19.93 -2.94
H21 -1.17 -19.52 -3.80
H22 -0.35 -17.90 -2.01
H23 0.34 -15.62 -2.46
H24 -1.30 -13.74 -2.15
H25 -3.64 -14.25 -1.56
H26 -6.04 -14.03 -2.39
H27 -5.40 -13.09 -1.04
H28 -7.11 -13.56 -1.07
H29 -7.63 -17.12 -0.91
H30 -8.29 -15.58 -0.16
H31 -7.53 -16.86 0.87
H32 -3.90 -14.74 1.15
H33 -4.84 -16.09 1.86
H34 -5.44 -14.40 1.95
C25 -9.14 -14.09 -3.99
C26 -9.91 -15.29 -4.56
C27 -10.79 -15.96 -3.53
C28 -10.55 -15.03 -5.90
Sb1 -8.33 -16.93 -5.09
C29 -6.30 -16.14 -6.22
C30 -5.78 -14.98 -5.40
C31 -5.41 -17.38 -6.24
C32 -6.82 -15.75 -7.59
C33 -9.31 -18.86 -5.84
C34 -8.28 -19.46 -6.77
C35 -10.56 -18.41 -6.54
C36 -9.55 -19.76 -4.62
H35 -9.79 -13.26 -3.89
H36 -8.38 -13.78 -4.71
H37 -8.68 -14.35 -3.02
H38 -11.44 -15.23 -3.06
H39 -10.15 -16.35 -2.74
H40 -11.38 -16.76 -3.95
H41 -11.21 -14.18 -5.88
H42 -11.15 -15.84 -6.29
H43 -9.77 -14.79 -6.64
H44 -5.50 -15.37 -4.39
H45 -6.49 -14.16 -5.31
H46 -4.85 -14.60 -5.82
H47 -5.09 -17.72 -5.27
H48 -4.52 -17.16 -6.84
H49 -5.93 -18.24 -6.75
H50 -7.56 -14.94 -7.47
H51 -7.32 -16.59 -8.08
H52 -6.01 -15.43 -8.25
H53 -8.01 -18.84 -7.61
H54 -8.65 -20.43 -7.15
H55 -7.36 -19.68 -6.24
H56 -10.35 -17.67 -7.30
H57 -11.25 -17.99 -5.79
H58 -11.04 -19.25 -7.03
H59 -8.54 -19.96 -4.16
H60 -10.01 -20.67 -4.94
H61 -10.19 -19.30 -3.84

Calculated values
HOMO-LUMO gap, eV: 5.8
Energy, Eh: -3358.04950
Total charge: -1